(1)
Here is a structure of composition C34H44ClN7OSW in a non-equilibrium geometry from the OMol25 dataset. Energies are from wB97M-V/def2-TZVPD.

Geometry as ORCA input:
```
! RIJCOSX wB97M-V def2-TZVPD def2/J DEFGRID3
* xyz 2 3
W 1.209 -1.208 0.207
C 3.286 2.503 1.168
C 2.236 1.458 1.178
N 2.533 0.114 0.995
C 3.928 -0.259 1.235
C 4.032 -1.696 1.585
N 3.153 -2.379 0.575
C 2.946 -3.849 0.820
C 2.202 -4.414 -0.344
N 1.182 -3.367 -0.799
C -0.247 -3.902 -0.585
C -0.792 -3.361 0.685
N -0.505 -1.866 0.882
C -1.607 -1.122 1.667
C -2.885 -1.212 0.906
C -1.038 0.288 1.570
C -1.760 1.425 1.938
C -1.199 2.683 2.002
C 0.197 2.790 1.829
C 0.865 1.620 1.398
N 0.245 0.397 1.199
H 2.958 3.363 0.547
H 4.144 2.094 0.618
H 3.628 2.847 2.236
H 4.318 0.333 2.077
H 4.561 0.110 0.364
H 3.643 -1.998 2.561
H 5.075 -1.972 1.408
H 3.650 -2.241 -0.310
H 2.331 -3.916 1.734
H 3.904 -4.305 1.031
H 1.642 -5.355 -0.058
H 2.968 -4.678 -1.144
H 1.256 -3.276 -1.795
H -0.102 -4.978 -0.607
H -0.837 -3.663 -1.461
H -0.501 -4.000 1.537
H -1.868 -3.455 0.620
H -3.215 -2.205 0.593
H -2.802 -0.696 -0.042
H -3.701 -0.845 1.485
H -2.813 1.316 2.227
H -1.766 3.585 2.086
H 0.776 3.705 1.971
C 0.948 4.434 -1.846
C 1.953 3.657 -2.711
N 2.122 2.212 -2.392
C 3.460 1.655 -2.543
C 3.635 0.943 -3.884
C 1.038 1.406 -2.434
S 1.155 -0.440 -1.831
N -0.142 1.751 -2.736
C -1.386 1.318 -2.324
O -1.786 1.400 -1.165
C -2.243 0.953 -3.533
C -3.328 1.829 -3.721
C -3.957 1.802 -4.923
C -3.893 0.706 -5.771
C -2.854 -0.216 -5.556
C -1.990 -0.018 -4.473
H 0.242 4.873 -2.580
H 1.447 5.262 -1.347
H 0.376 3.845 -1.088
H 2.968 4.099 -2.588
H 1.758 3.742 -3.809
H 3.670 0.905 -1.720
H 4.141 2.478 -2.333
H 3.077 -0.021 -3.836
H 4.666 0.768 -3.982
H 3.252 1.565 -4.698
H -3.645 2.555 -2.950
H -4.479 2.680 -5.255
H -4.602 0.588 -6.555
H -2.641 -1.048 -6.194
H -1.120 -0.661 -4.362
Cl -5.651 1.086 6.981
C -4.616 0.114 5.936
C -3.352 0.664 5.758
C -2.481 0.067 4.861
C -2.838 -1.117 4.142
C -1.715 -1.635 3.221
C -4.113 -1.558 4.244
C -4.982 -1.023 5.201
H -3.054 1.529 6.347
H -1.421 0.387 4.834
H -1.672 -2.751 3.172
H -0.810 -1.331 3.774
H -4.376 -2.436 3.578
H -5.990 -1.430 5.298
*
```

Values from the calculation:
- DFT total energy: -2705.43826 Eh
- HOMO-LUMO gap (alpha / beta): 5.8 / 5.7 eV
- <S²>: 2.033
- Highest occupied orbital energy (alpha / beta): -12.04 / -12.96 eV

Here are the Löwdin charges for atoms 1 to 5, given in e: atom 1 (W): 1.4140, atom 2 (C): -0.0125, atom 3 (C): -0.2670, atom 4 (N): -0.1819, atom 5 (C): -0.2279


(2)
Here is a cluster of 6 separate species, C34H44N2O4P in total in a non-equilibrium geometry from the OMol25 dataset. Energies are from wB97M-V/def2-TZVPD.

Geometry as ORCA input:
```
! RIJCOSX wB97M-V def2-TZVPD def2/J DEFGRID3
* xyz 1 1
C -0.105 1.450 -1.387
C -1.274 0.703 -2.322
N -0.713 -0.042 -3.498
N -0.762 -1.421 -3.377
C -2.198 -1.987 -3.403
O -2.586 -2.665 -2.160
C -3.824 -2.049 -1.586
P 0.259 -2.115 -2.090
O 0.259 -3.727 -2.135
O -0.149 -1.659 -0.468
O 1.968 -1.678 -2.306
H 0.074 2.549 -1.748
H -0.486 1.379 -0.259
H 0.919 0.883 -1.415
H -1.951 1.593 -2.731
H -1.916 0.081 -1.570
H -1.176 0.274 -4.403
H -0.344 -1.791 -4.286
H -2.303 -2.802 -4.270
H -2.882 -1.094 -3.723
H -3.497 -1.272 -0.757
H -4.414 -2.926 -1.048
H -4.538 -1.607 -2.401
H -1.130 -1.525 -0.324
H 2.061 -0.686 -2.407
C -4.038 3.864 -1.374
C -4.703 2.652 -1.196
C -6.004 2.493 -1.671
C -6.638 3.545 -2.332
C -5.972 4.757 -2.513
C -4.673 4.919 -2.030
H -3.024 3.989 -1.001
H -4.206 1.829 -0.687
H -6.525 1.550 -1.526
H -7.651 3.420 -2.706
H -6.465 5.577 -3.030
H -4.156 5.865 -2.166
C -2.600 10.800 -3.537
C -1.354 10.239 -3.260
C -1.205 8.853 -3.224
C -2.302 8.027 -3.475
C -3.547 8.589 -3.756
C -3.697 9.975 -3.783
H -2.716 11.881 -3.562
H -0.498 10.882 -3.071
H -0.236 8.415 -3.001
H -2.185 6.947 -3.452
H -4.401 7.946 -3.954
H -4.669 10.412 -3.997
C 2.060 -3.930 0.335
C 1.536 -5.223 0.361
C 1.530 -5.950 1.551
C 2.039 -5.381 2.718
C 2.559 -4.087 2.693
C 2.574 -3.363 1.501
H 2.067 -3.365 -0.593
H 1.133 -5.664 -0.548
H 1.128 -6.959 1.569
H 2.029 -5.945 3.647
H 2.954 -3.643 3.604
H 2.984 -2.357 1.481
C 0.986 -0.847 5.628
C 0.966 -2.156 5.147
C 1.134 -3.225 6.027
C 1.312 -2.985 7.390
C 1.328 -1.676 7.871
C 1.170 -0.607 6.989
H 0.859 -0.014 4.941
H 0.821 -2.344 4.086
H 1.125 -4.245 5.652
H 1.438 -3.818 8.076
H 1.465 -1.489 8.933
H 1.188 0.413 7.363
C 8.486 -4.900 2.342
C 8.155 -4.452 1.064
C 6.819 -4.259 0.716
C 5.812 -4.504 1.651
C 6.144 -4.949 2.930
C 7.480 -5.151 3.275
H 9.528 -5.054 2.612
H 8.940 -4.255 0.337
H 6.561 -3.916 -0.283
H 4.771 -4.349 1.381
H 5.360 -5.138 3.659
H 7.737 -5.502 4.271
*
```

Values from the calculation:
- DFT total energy: -2073.39322 Eh
- HOMO-LUMO gap: 6.4 eV
- Highest occupied orbital energy: -10.40 eV

Here are the Löwdin charges for atoms 1 to 5, given in e: atom 1 (C): -0.0816, atom 2 (C): -0.2164, atom 3 (N): -0.0709, atom 4 (N): -0.1884, atom 5 (C): -0.1355